ORCA calculation (wB97M-V/def2-TZVPD) on the molecule C4H7F in a non-equilibrium geometry.

```
12
Properties=species:S:1:pos:R:3
C -0.5856 0.8580 0.3336
C -0.3289 0.1792 -1.0467
C 0.3866 -0.9929 -0.2968
C 0.3843 -0.1955 0.9943
H -1.5782 0.7814 0.6999
H 0.4006 0.7900 -1.4858
H -1.1612 0.0660 -1.7126
H 1.3914 -1.1947 -0.6886
H -0.2149 -1.9420 -0.2057
H 1.4287 0.3132 1.1672
H 0.0287 -0.8346 1.8719
F -0.1516 2.1716 0.3694
```

Output
ΔE to the lowest compared entry with this formula, charge and spin ... 35.3 kJ/mol
Frontier orbital gap ... 12.10 eV
Strongest force on any atom ... 0.04462 Eh/bohr
2S+1 ... 1
SMILES string ... FC1CCC1
E ... -256.43039 a.u.
E_LUMO ... 1.23 eV